Here is C2H2FLaO as an isolated structure from OMol25. Energies are from ωB97M-V/def2-TZVPD.

Output
Molecular weight ... 199.94 g mol⁻¹
HOMO energy (alpha / beta) ... -0.648 / -0.648 Eh
HOMO-LUMO gap (alpha / beta) ... 0.228 / 0.228 hartree
ΔE to the lowest compared entry with this formula, charge and spin ... 55.04 kcal per mole
LUMO level (alpha / beta) ... -11.4 / -11.4 eV

Structure (ORCA input):
```
! wB97M-V def2-TZVPD RIJCOSX def2/J DEFGRID3
* xyz 2 1
C -0.76222 0.17496 -0.20913
C 0.20922 -0.69746 -0.17540
O -1.15429 1.30330 0.15492
H -0.09118 -1.74085 -0.04190
H -2.68267 0.93825 0.28336
La 2.71533 -0.18134 -0.38562
F -2.92464 -0.19050 -0.01213
*
```

Atom charges from the Löwdin analysis, given in e for atoms 1 to 6:
1 C -0.236
2 C -0.246
3 O 0.070
4 H 0.056
5 H 0.270
6 La 2.284

Here is a 2-piece molecular cluster, C2H2Cl2N2O3 overall from OMol25. Energies are from ωB97M-V/def2-TZVPD.

Output
Molecular weight ... 172.96 g mol⁻¹
HOMO energy (alpha / beta) ... -0.414 / -0.372 Eh
HOMO-LUMO gap (alpha / beta) ... 0.304 / 0.224 hartree
ΔE to the lowest compared entry with this formula, charge and spin ... 49.70 kcal per mole
LUMO level (alpha / beta) ... -3.0 / -4.0 eV

Structure (ORCA input):
```
! wB97M-V def2-TZVPD RIJCOSX def2/J DEFGRID3
* xyz 0 1
C -0.78071 -1.25511 -0.07653
C -2.18967 -0.47769 -0.03940
N 0.33037 -0.50284 0.13266
N -2.58328 0.28974 1.08832
O -0.90373 -2.41035 -0.16651
O -3.69326 0.69798 1.21404
O -1.75686 0.48423 1.97806
Cl -3.40774 -1.13315 -0.87076
Cl -1.92266 2.29819 -1.06444
H 0.25077 0.47576 0.37475
H 1.21903 -0.95347 0.39853
*
```

Atom charges from the natural (NBO) analysis, given in e for atoms 1 to 6:
1 C 0.650
2 C 0.041
3 N -0.802
4 N 0.429
5 O -0.523
6 O -0.324

Here is one molecule with the formula C22H19BF6O2S from OMol25. Energies are from ωB97M-V/def2-TZVPD.

Output
Molecular weight ... 472.26 g mol⁻¹
HOMO energy ... -0.255 Eh
HOMO-LUMO gap ... 0.204 hartree
ΔE to the lowest compared entry with this formula, charge and spin ... 80.35 kcal per mole
LUMO level ... -1.4 eV

Structure (ORCA input):
```
! wB97M-V def2-TZVPD RIJCOSX def2/J DEFGRID3
* xyz 0 1
C 4.84681 2.88674 0.62289
C 3.59235 2.24369 0.12230
C 3.30753 2.00604 -1.21995
C 2.09470 1.33132 -1.48911
C 1.35774 0.87662 -0.37570
B -0.45884 1.01198 -0.15142
C 0.51426 -0.30051 -0.40722
C 0.64263 -1.18120 0.72441
C 0.92519 -2.49742 0.55603
C 1.10479 -3.34209 1.78721
F 1.29151 -4.66755 1.49707
F 2.15756 -2.89239 2.54987
F -0.01240 -3.31125 2.59389
C 0.90820 -3.10226 -0.71797
C 0.69273 -2.28563 -1.84235
C 0.65700 -2.87458 -3.24283
F -0.56249 -2.65940 -3.85126
F 1.61496 -2.29654 -4.05652
F 0.82996 -4.23726 -3.23469
C 0.36628 -0.96789 -1.70470
O -0.45178 1.65411 1.13188
C -0.86432 2.99668 0.88318
C -0.98355 3.17138 -0.66226
O -0.76416 1.88670 -1.25594
S 2.29388 1.53284 1.01411
H 5.52685 3.07825 -0.20959
H 4.70366 3.84478 1.12239
H 5.38273 2.23725 1.31176
H 3.99828 2.33922 -2.00102
H 1.70758 1.17863 -2.49228
H 0.66326 -0.72411 1.70497
H 1.13769 -4.15743 -0.84350
H 0.20876 -0.34745 -2.58544
H -1.83309 3.15153 1.37614
H -0.09502 3.64096 1.31358
H -1.98599 3.57067 -0.92720
H -0.16110 3.78588 -1.06567
C -1.88925 0.05167 -0.07364
C -2.90289 0.98328 0.39240
C -3.84014 0.84703 1.36922
C -4.22877 -0.22099 2.19762
C -3.69485 -1.49170 2.19471
C -2.75375 -1.94198 1.25062
C -2.22170 -1.34463 0.13983
H -1.68684 0.16567 -1.15604
H -2.98733 1.91614 -0.14014
H -4.50712 1.73343 1.42850
H -5.08532 -0.00056 2.85244
H -4.06920 -2.24897 2.90401
H -2.53341 -3.03010 1.33583
H -1.95358 -1.99862 -0.67039
*
```

Atom charges from the natural (NBO) analysis, given in e for atoms 1 to 6:
1 C -0.641
2 C -0.163
3 C -0.286
4 C -0.146
5 C -0.260
6 B 0.915

Here is a 2-piece molecular cluster, C2HO2P overall from OMol25. Energies are from ωB97M-V/def2-TZVPD.

Output
SMILES string ... O=C=O.C#P
Molecular weight ... 88.00 g mol⁻¹
HOMO energy (alpha / beta) ... -0.357 / -0.357 Eh
HOMO-LUMO gap (alpha / beta) ... 0.334 / 0.334 hartree
ΔE to the lowest compared entry with this formula, charge and spin ... 50.10 kcal per mole
LUMO level (alpha / beta) ... -0.6 / -0.6 eV

Structure (ORCA input):
```
! wB97M-V def2-TZVPD RIJCOSX def2/J DEFGRID3
* xyz 0 1
C 1.76723 -1.48604 -1.56995
C 0.13780 0.52770 0.87348
O 2.16884 -0.87355 -0.65238
O 0.94913 -1.73352 -2.31929
P 1.61208 0.52172 1.47825
H 0.13898 -0.14932 0.03534
*
```

The computed natural (NBO) charges, all in e, follow:
1 C 1.012
2 C -0.812
3 O -0.549
4 O -0.465
5 P 0.607
6 H 0.207

Here is one molecule with the formula C4H7NO from OMol25. Energies are from ωB97M-V/def2-TZVPD.

Output
SMILES string ... C1OC[C@H]2N[C@@H]12
Molecular weight ... 85.11 g mol⁻¹
HOMO energy ... -0.351 Eh
HOMO-LUMO gap ... 0.393 hartree
ΔE to the lowest compared entry with this formula, charge and spin ... 121.28 kcal per mole
LUMO level ... 1.2 eV

Structure (ORCA input):
```
! wB97M-V def2-TZVPD RIJCOSX def2/J DEFGRID3
* xyz 0 1
C -1.01150 -0.92397 0.14447
O 0.11864 -1.35728 0.89483
C 1.03422 -0.61703 0.12306
C 0.72963 0.85981 0.33718
N 0.27745 1.50973 -0.88872
C -0.69619 0.87299 -0.00534
H -1.88908 -0.82805 0.73753
H -1.20068 -1.77232 -0.58073
H 2.07611 -0.91797 0.35608
H 0.33635 -0.71724 -0.85111
H 1.25611 1.45101 1.08419
H 0.48238 0.93074 -1.70445
H -1.51344 1.50957 0.35302
*
```

Atom charges from the natural (NBO) analysis, given in e for atoms 1 to 6:
1 C -0.155
2 O -0.528
3 C -0.101
4 C -0.146
5 N -0.572
6 C -0.085

Here is one molecule with the formula C2H4N2O from OMol25. Energies are from ωB97M-V/def2-TZVPD.

Output
SMILES string ... C=NNC=O
Molecular weight ... 72.07 g mol⁻¹
HOMO energy ... -0.357 Eh
HOMO-LUMO gap ... 0.388 hartree
ΔE to the lowest compared entry with this formula, charge and spin ... 63.65 kcal per mole
LUMO level ... 0.8 eV

Structure (ORCA input):
```
! wB97M-V def2-TZVPD RIJCOSX def2/J DEFGRID3
* xyz 0 1
C -1.87008 0.51890 0.01657
C 1.09261 0.40594 -0.08954
H -2.84130 0.54876 -0.42352
H -1.48237 1.34340 0.77752
H 0.16910 -1.47367 0.17178
H 0.64537 1.58753 -0.11691
N -1.35848 -0.57897 -0.19223
N -0.00432 -0.52708 0.26421
O 2.21420 0.02342 -0.05936
*
```

Atom charges from the natural (NBO) analysis, given in e for atoms 1 to 6:
1 C -0.108
2 C 0.542
3 H 0.185
4 H 0.175
5 H 0.382
6 H 0.116

What is the formula in the fourth record? C2HO2P